1.
{
  "formula": "C3H5P",
  "method": "wB97M-V/def2-TZVPD",
  "total_charge": 0,
  "multiplicity": 1,
  "smiles": "C#P.C=C",
  "elements": ["P", "C", "C", "C", "H", "H", "H", "H", "H"],
  "positions_angstrom": [[-0.3624, 1.9683, 2.2437], [1.3014, -1.1424, -0.8908], [-1.8621, 2.0960, 2.7647], [0.9722, 0.1479, -0.7876], [1.1227, 0.9169, -1.6005], [1.0843, -1.9045, -0.1870], [1.5901, -1.6565, -1.7855], [-2.8459, 2.2742, 2.9252], [0.7259, 0.5250, 0.2614]],
  "atomic_forces_ev_per_a": [[-3.6, 0.3, 1.5], [-0.9, 0.5, -1.0], [6.1, -0.5, -2.1], [0.8, 0.5, 1.1], [-0.2, -1.1, 1.0], [0.0, 0.0, 1.4], [0.3, 0.5, -0.8], [-2.6, 0.3, 0.7], [0.0, -0.4, -1.8]],
  "nbo_charge": [0.4895, -0.3844, -0.6786, -0.3886, 0.2056, 0.1905, 0.1872, 0.1913, 0.1876]
}


2.
{
  "formula": "CH7IN3",
  "method": "wB97M-V/def2-TZVPD",
  "total_charge": 1,
  "multiplicity": 1,
  "elements": ["I", "N", "N", "N", "C", "H", "H", "H", "H", "H", "H", "H"],
  "positions_angstrom": [[3.9433, -1.2293, 0.3779], [1.1734, -0.0269, 0.2302], [-1.3756, -0.2797, 0.0234], [1.6882, 0.8857, -0.6862], [1.9024, -0.9415, 0.7475], [-0.1791, -0.3148, 0.3787], [2.7168, 0.9392, -0.9636], [-1.9501, 0.4589, 0.4523], [1.3408, -1.7773, 1.0541], [-1.1003, -0.2288, -0.9944], [-1.9414, -1.0987, 0.1416], [1.1922, 1.7051, -0.5932]],
  "atomic_forces_ev_per_a": [[-0.6, 0.1, 0.2], [2.1, -0.1, -0.5], [1.2, -0.3, -0.5], [1.1, -2.1, 0.1], [0.6, 0.5, -1.6], [-0.8, 0.9, -0.4], [-1.9, -0.4, 1.2], [0.7, 0.2, -0.9], [-0.2, -0.9, 1.3], [-1.3, 0.6, 1.2], [-0.1, -0.9, 0.1], [-0.8, 2.3, -0.1]],
  "nbo_charge": [0.2341, -0.3170, -0.9719, -0.6391, -0.0668, 0.4461, 0.4190, 0.4405, 0.2114, 0.4377, 0.4251, 0.3810]
}


3.
{
  "formula": "C3H10N2O",
  "method": "wB97M-V/def2-TZVPD",
  "total_charge": 0,
  "multiplicity": 1,
  "elements": ["O", "N", "N", "C", "C", "C", "H", "H", "H", "H", "H", "H", "H", "H", "H", "H"],
  "positions_angstrom": [[-1.3398, -0.4461, -0.4791], [0.8672, -0.1128, 1.4872], [0.8929, -0.1952, 0.1754], [-0.0376, -0.0935, -0.7620], [-0.2836, -0.6740, 2.1511], [0.3664, 0.0155, -2.1999], [1.8239, 0.0346, -0.1661], [-0.2250, 0.7855, -2.6994], [-0.4593, -1.7211, 1.8812], [0.1429, 2.1031, 1.1891], [0.1946, -0.9256, -2.7316], [1.4189, 0.2703, -2.2946], [-1.8053, -0.7119, -1.2798], [-0.2816, 2.4072, 0.5755], [-0.0767, -0.6232, 3.2183], [-1.1981, -0.1127, 1.9348]],
  "atomic_forces_ev_per_a": [[0.5, 0.4, 0.2], [1.0, -0.8, 0.5], [-1.0, 1.4, -0.2], [0.1, -1.1, -0.5], [-0.2, 0.2, -0.3], [-0.2, -0.1, 0.2], [-0.3, 0.0, -0.1], [0.1, 0.0, 0.0], [0.0, 0.0, 0.0], [-0.9, 0.5, -1.3], [0.0, 0.0, -0.1], [0.0, 0.0, 0.0], [0.2, 0.1, -0.1], [0.9, -0.6, 1.2], [0.0, 0.0, 0.0], [-0.2, -0.1, 0.2]],
  "nbo_charge": [-0.6809, -0.4362, -0.2480, 0.4108, -0.4537, -0.6776, 0.3990, 0.2272, 0.1768, 0.0236, 0.2100, 0.2264, 0.4866, -0.0451, 0.2016, 0.1797]
}


4.
{
  "formula": "C25H20N3O6",
  "method": "wB97M-V/def2-TZVPD",
  "total_charge": -1,
  "multiplicity": 1,
  "elements": ["O", "O", "O", "O", "O", "O", "N", "N", "N", "C", "C", "C", "C", "C", "C", "C", "C", "C", "C", "C", "C", "C", "C", "C", "C", "C", "C", "C", "C", "C", "C", "C", "C", "C", "H", "H", "H", "H", "H", "H", "H", "H", "H", "H", "H", "H", "H", "H", "H", "H", "H", "H", "H", "H"],
  "positions_angstrom": [[2.8533, 4.0721, -3.8336], [2.1303, 5.7832, -2.6633], [-4.4931, 1.2098, -0.4239], [3.0661, 2.1119, 0.7590], [-3.4513, 3.1288, -0.1719], [3.9280, 0.4913, 2.1623], [-3.5066, 1.9759, -0.6877], [2.0093, 4.6080, -3.0784], [2.0338, -0.7294, 0.2870], [3.8764, -3.7916, 0.6506], [0.6471, 2.5811, -3.2476], [2.1283, -2.1207, 0.3774], [-3.1031, -1.5873, 0.6977], [3.4740, 0.9817, 1.1083], [2.8946, -4.7432, 0.9442], [4.3296, -1.2925, 0.1421], [3.3316, -0.1235, 0.0205], [-3.3869, -0.2760, 2.7293], [0.8711, 3.8570, -2.6798], [1.1431, -3.0682, 0.6609], [3.4849, -2.4899, 0.3532], [0.9335, 0.0115, 0.5324], [-4.9729, -2.0197, 2.1736], [-4.2576, -2.2998, 1.0015], [-1.3973, 2.3645, -1.8937], [-0.4604, 1.8547, -2.8558], [-0.0236, 4.3835, -1.7210], [-2.5172, 1.5599, -1.5362], [-2.6240, -0.5750, 1.5701], [-0.3854, -0.4593, 0.5099], [1.5356, -4.3826, 0.9441], [-1.3594, 0.0583, 1.3412], [-4.5310, -0.9999, 3.0350], [-1.1369, 3.6539, -1.3403], [-1.8358, 4.0584, -0.6181], [4.9490, -1.3583, -0.7579], [-5.8753, -2.5832, 2.4069], [-0.6609, 0.8667, -3.2776], [0.1810, 5.3650, -1.2994], [0.0966, -2.7907, 0.6890], [-4.5958, -3.0753, 0.3132], [3.3850, 0.3592, -0.9626], [-1.1006, 0.9384, 1.9383], [-2.6547, 0.5695, -1.9632], [1.3497, 2.2070, -3.9896], [1.1038, 1.0721, 0.7462], [4.9412, -4.0262, 0.6466], [-0.6242, -1.2552, -0.2029], [-5.0897, -0.7714, 3.9435], [0.7776, -5.1300, 1.1825], [3.1842, -5.7714, 1.1793], [-2.5571, -1.7998, -0.2213], [4.9891, -1.1272, 1.0001], [-3.0270, 0.5240, 3.3799]],
  "atomic_forces_ev_per_a": [[-1.2, 0.8, 1.0], [-0.1, -1.7, -0.6], [1.1, 0.5, -0.4], [0.2, -0.7, 0.6], [-0.5, -1.0, 0.0], [-0.3, 1.0, 0.2], [-0.7, 0.0, 0.3], [1.6, 1.1, -0.5], [-3.1, 1.5, -0.3], [-0.4, 0.2, -0.2], [-0.1, 0.4, 0.3], [0.6, -1.5, 0.3], [0.0, 0.3, 0.5], [0.7, 0.0, 0.1], [-0.2, 0.1, -0.1], [0.4, 0.7, -0.2], [1.1, 0.3, -0.2], [0.7, 0.0, -0.6], [-0.9, -0.6, 0.3], [0.0, -0.1, 0.1], [-0.6, -0.3, 0.2], [2.0, -0.2, -0.4], [0.4, 0.4, 0.0], [0.1, 0.2, 0.1], [0.2, 0.1, 0.0], [-0.2, 0.2, 0.3], [0.3, -0.5, -0.6], [-0.1, 0.0, 0.1], [-1.6, -0.8, 0.1], [-1.5, -0.3, 0.3], [0.5, 0.2, -0.1], [1.7, 0.0, -0.9], [-0.2, -0.3, -0.3], [0.5, 0.2, -0.2], [0.4, -0.1, -0.3], [-0.1, -0.1, 0.0], [0.2, 0.1, 0.0], [0.1, 0.3, 0.0], [-0.1, -0.3, -0.1], [0.2, -0.3, 0.1], [0.0, 0.2, 0.2], [-0.5, -0.3, 0.1], [-0.1, -0.3, 0.0], [-0.1, 0.3, 0.2], [-0.2, 0.1, 0.2], [0.4, -0.2, -0.1], [-0.3, -0.1, 0.1], [0.1, 0.2, 0.6], [0.1, -0.1, -0.3], [0.2, 0.2, -0.1], [-0.1, 0.4, -0.1], [-0.3, 0.0, 0.2], [-0.2, 0.1, -0.1], [-0.2, -0.2, -0.1]],
  "nbo_charge": [-0.4341, -0.4230, -0.5488, -0.7315, -0.5327, -0.7473, 0.4523, 0.5111, -0.2946, -0.1946, -0.1619, 0.1864, -0.0806, 0.7493, -0.2047, -0.4396, -0.1629, -0.1481, -0.0554, -0.2324, -0.0081, 0.2196, -0.1819, -0.2356, -0.0171, -0.2650, -0.1527, -0.2537, -0.1292, -0.3219, -0.2174, -0.0039, -0.2065, -0.2174, 0.2590, 0.2187, 0.2115, 0.2007, 0.2356, 0.2235, 0.2129, 0.2281, 0.2288, 0.1933, 0.2346, 0.2759, 0.2164, 0.2156, 0.2141, 0.2160, 0.2122, 0.1977, 0.2709, 0.2183]
}


5.
{
  "formula": "CIO4S",
  "method": "wB97M-V/def2-TZVPD",
  "total_charge": -1,
  "multiplicity": 3,
  "elements": ["I", "S", "O", "O", "O", "O", "C"],
  "positions_angstrom": [[-1.1389, 0.6071, -3.0318], [-0.2163, 0.0484, 1.5129], [-1.3253, -0.8491, 1.7596], [-0.5121, 1.3994, 1.2184], [1.0394, -0.2199, 2.2384], [1.6061, -0.5662, -2.0645], [0.5472, -0.4197, -1.6330]],
  "atomic_forces_ev_per_a": [[-0.6, 0.3, -0.3], [2.7, -3.5, -2.1], [-1.1, -0.3, 1.1], [-1.0, 3.5, 0.2], [-0.5, 0.3, 0.8], [-1.7, 0.1, 1.2], [2.3, -0.5, -0.9]],
  "lowdin_spin": [0.6766, 0.4012, 0.1686, 0.1631, 0.1797, 0.1110, 0.2998]
}


6.
{
  "formula": "C4H9NO2",
  "method": "wB97M-V/def2-TZVPD",
  "total_charge": 0,
  "multiplicity": 1,
  "smiles": "CC[C@@H](N)C(=O)O",
  "elements": ["O", "O", "N", "C", "C", "C", "C", "H", "H", "H", "H", "H", "H", "H", "H", "H"],
  "positions_angstrom": [[-0.0532, 1.7824, -1.5092], [-0.5045, 2.3546, 0.5895], [-1.9307, -0.4205, 0.1861], [-0.3647, 1.4942, -0.2550], [0.4350, -0.7504, 0.7998], [-0.5942, 0.0078, -0.1195], [1.8513, -1.1036, -0.0426], [-0.0972, -1.8139, 0.9882], [0.5835, -0.1920, 1.6881], [-0.3106, 2.7142, -1.4600], [2.5715, -1.6375, 0.7096], [2.1325, -0.1317, -0.6250], [-0.4251, -0.4245, -0.9752], [-2.2862, -0.2093, 1.1560], [-2.6157, 0.1998, -0.3510], [1.6083, -1.8695, -0.7797]],
  "atomic_forces_ev_per_a": [[-0.4, 1.0, -0.5], [-0.1, -0.6, -0.4], [-3.4, 2.0, 0.8], [-0.3, -0.9, 1.7], [-0.1, -2.8, -2.4], [0.8, 0.3, 5.0], [-1.5, 1.0, 1.7], [1.3, 2.5, 0.0], [0.4, 0.2, 1.0], [0.7, 0.7, -1.0], [-0.9, 1.7, -1.6], [0.3, -1.9, 1.4], [1.0, -1.8, -5.2], [1.2, -0.3, -1.0], [1.1, -1.3, 0.5], [-0.1, 0.1, -0.1]],
  "nbo_charge": [-0.6602, -0.6018, -0.8009, 0.7638, -0.3752, -0.1717, -0.6298, 0.2169, 0.2072, 0.4937, 0.2261, 0.2156, 0.1936, 0.3634, 0.3539, 0.2053]
}


7.
{
  "formula": "C2H12N2O3",
  "method": "wB97M-V/def2-TZVPD",
  "total_charge": 0,
  "multiplicity": 1,
  "smiles": "[H]/N=C/NC.O.O.O",
  "elements": ["O", "O", "O", "N", "N", "C", "C", "H", "H", "H", "H", "H", "H", "H", "H", "H", "H", "H", "H"],
  "positions_angstrom": [[0.7299, -3.2441, -0.4013], [-3.0389, -1.0762, 2.2363], [0.4573, 0.6855, 2.5245], [2.4222, 0.2412, -2.2348], [0.8513, 1.5435, -0.9814], [1.3009, 0.4435, -1.6738], [-0.5682, 1.8916, -0.9655], [-1.2868, 1.0855, -1.0808], [0.7594, -0.1898, 2.2368], [-0.1385, -3.4945, -0.7154], [0.5377, 0.6629, 3.5314], [-0.8037, 2.6355, -1.7489], [2.4080, -0.5768, -2.8334], [1.0315, -3.9158, 0.2144], [-2.1809, -0.6452, 2.0279], [1.3562, 2.4229, -0.9610], [-0.7857, 2.2980, 0.0312], [-3.5931, -0.3152, 2.4565], [0.5412, -0.4525, -1.6626]],
  "atomic_forces_ev_per_a": [[0.3, 0.4, 0.0], [0.8, 0.8, -0.2], [0.1, -0.3, 2.0], [0.1, 1.4, -0.1], [-0.4, -0.1, -0.1], [-1.4, -2.2, -0.4], [-0.2, 0.5, 0.5], [0.5, -0.5, -0.2], [0.0, 0.3, 0.1], [-0.2, -0.3, 0.1], [-0.1, 0.0, -2.1], [0.1, -0.2, 0.4], [0.0, -0.3, 0.6], [-0.2, -0.1, 0.0], [-0.6, -0.5, 0.2], [0.7, -0.7, -0.3], [-0.1, 0.2, -0.3], [0.0, -0.3, 0.0], [0.8, 1.9, 0.0]],
  "nbo_charge": [-0.9453, -0.9413, -0.9484, -0.7324, -0.6230, 0.2973, -0.4129, 0.2061, 0.4764, 0.4728, 0.4734, 0.1843, 0.3496, 0.4736, 0.4748, 0.3909, 0.2047, 0.4665, 0.1328]
}


8.
{
  "formula": "C3H5GdO4",
  "method": "wB97M-V/def2-TZVPD",
  "total_charge": 2,
  "multiplicity": 8,
  "elements": ["Gd", "O", "O", "O", "O", "C", "C", "C", "H", "H", "H", "H", "H"],
  "positions_angstrom": [[1.9176, 0.0728, -0.0961], [0.8029, -2.9780, 2.3501], [0.4557, -1.3894, 0.7775], [2.4677, -1.6868, 1.4810], [0.4234, 1.6014, -1.0233], [-0.7622, 1.9434, -1.1623], [1.1258, -2.0655, 1.6318], [-1.9083, 1.0162, -1.0866], [-1.6652, -0.0321, -1.2805], [-2.3083, 1.3664, -2.1069], [-2.6598, 1.4090, -0.3851], [-0.9875, 3.0152, -1.0156], [3.0983, -2.2726, 1.9159]],
  "atomic_forces_ev_per_a": [[-1.3, -0.4, 0.1], [0.2, 2.2, -1.3], [-0.7, 2.2, -1.5], [0.5, 1.1, -0.6], [1.3, -0.9, -0.2], [-0.9, -0.4, 3.0], [0.6, -4.0, 2.2], [0.5, 1.7, -3.1], [-0.3, 0.1, 0.9], [-0.4, -0.5, 0.8], [0.2, -0.6, -0.1], [0.1, -0.1, -0.9], [0.1, -0.3, 0.5]],
  "lowdin_spin": [7.3433, -0.0865, -0.2399, 0.0092, -0.0188, -0.0015, -0.0028, -0.0006, 0.0000, 0.0000, 0.0001, -0.0029, 0.0004]
}


9.
{
  "formula": "C11H17NO3",
  "method": "wB97M-V/def2-TZVPD",
  "total_charge": 0,
  "multiplicity": 3,
  "elements": ["O", "O", "O", "N", "C", "C", "C", "C", "C", "C", "C", "C", "C", "C", "C", "H", "H", "H", "H", "H", "H", "H", "H", "H", "H", "H", "H", "H", "H", "H", "H", "H"],
  "positions_angstrom": [[0.4631, -0.8361, 1.7260], [2.3521, -2.0572, 0.8799], [2.6572, -2.4667, -2.2617], [1.0437, 0.2368, -1.2658], [1.4453, -1.0715, 0.8348], [0.2546, 1.5275, 2.1297], [-0.9817, 0.5551, 0.0275], [1.3327, 0.0849, 0.1278], [-1.0711, 1.0302, -2.4021], [-2.9270, -0.9027, 1.1165], [2.2755, -2.1242, -3.3616], [0.1592, 0.4301, 1.0408], [1.6949, 2.0581, 2.4785], [-2.0730, -0.5532, -0.1141], [-0.2292, 0.5704, -1.2811], [-3.7458, -1.4592, 0.7272], [-2.0096, 1.6480, -1.9237], [1.7679, 2.4491, 3.5385], [-0.1270, 1.1091, 3.0451], [-0.4715, 1.5827, -3.0699], [2.3275, 1.1575, 2.6561], [1.7602, -1.1412, -3.4176], [-1.5010, 0.1371, -2.8461], [2.4965, -2.7843, -4.1924], [2.1478, 2.6845, 1.8300], [-1.5466, -1.3742, -0.6001], [-2.7321, -0.3204, -0.9312], [-3.1996, -0.0263, 1.6826], [-2.4749, -1.5152, 1.7941], [-1.4753, 1.4901, 0.3127], [2.6494, -2.4711, -0.0614], [-0.2623, 2.3524, 1.7810]],
  "atomic_forces_ev_per_a": [[0.4, -1.8, 0.2], [-1.5, -0.2, -1.6], [1.8, -1.5, 5.2], [-1.1, 0.5, 1.5], [3.0, -3.0, 0.7], [2.5, -0.7, -0.3], [-0.5, -0.7, 1.1], [-1.5, 1.8, -3.3], [-2.1, 0.4, 1.6], [0.3, 1.3, -2.0], [-1.7, 1.7, -2.8], [0.9, 1.0, 0.6], [-1.2, -3.9, 3.9], [0.9, -0.1, 0.4], [0.5, 0.9, 0.6], [-1.1, -0.1, 0.0], [2.5, -1.3, -1.5], [-0.7, 0.2, -1.3], [-0.7, 0.0, 0.2], [0.3, 0.7, -1.1], [-0.1, 0.4, -0.7], [0.1, -0.3, -0.7], [-0.1, 0.1, -0.5], [-0.2, 0.2, -0.7], [1.2, 2.0, -2.3], [0.0, -0.8, 0.7], [-0.4, 0.9, -0.2], [-0.6, 0.4, -0.2], [1.7, -1.8, 1.7], [-0.1, 0.1, -0.7], [-1.1, 1.7, 1.7], [-1.6, 1.6, -0.3]],
  "lowdin_spin": [0.0880, 0.0538, 0.4736, 0.0890, 0.1538, 0.0041, 0.0131, 0.3095, 0.0201, 0.0011, 0.4766, 0.0322, 0.0056, 0.0102, 0.1066, 0.0003, 0.0047, 0.0001, 0.0000, 0.0016, 0.0013, 0.0654, 0.0090, 0.0680, 0.0011, 0.0037, 0.0005, 0.0001, 0.0001, 0.0010, 0.0056, 0.0001]
}


| no. | DFT total energy (eV) | maximum force (eV/A) |
| --- | --- | --- |
| 1 | -12477.284 | 6.510 |
| 2 | -13713.164 | 2.453 |
| 3 | -8297.118 | 1.712 |
| 4 | -42999.806 | 3.471 |
| 5 | -28162.179 | 4.845 |
| 6 | -9877.872 | 5.543 |
| 7 | -11390.384 | 2.618 |
| 8 | -32198.155 | 4.654 |
| 9 | -19305.888 | 5.679 |